Entry 1:
123
Properties=species:S:1:pos:R:3:forces:R:3:mulliken_charge:R:1 method="wB97M-V/def2-TZVPD" e_lumo_ev=-0.299 de_lowest_kj_mol=0.0 energy_ev=-133298.407 homo_energy_ev=-10.7
O 3.045292 1.082026 4.349449 0.60 0.15 0.15 -0.36
C 3.592462 1.049433 3.332516 -0.72 -0.51 -0.99 0.79
N 4.093710 0.862642 2.198564 0.01 0.26 0.90 -0.60
O 3.170547 1.382034 1.229832 -0.26 0.87 -0.12 -0.04
C 3.938980 2.040692 0.253914 0.79 -0.58 -1.02 0.43
O 4.712942 1.412821 -0.404724 0.10 0.11 0.13 -0.57
N 3.711644 3.394148 0.050889 -0.70 -0.91 1.86 -0.06
C 3.066958 4.113869 1.175061 0.37 0.92 -0.43 -0.66
C 2.520572 5.458780 0.640317 0.02 -0.26 -0.30 -1.12
C 1.052044 5.359723 0.194654 1.73 -0.33 -0.07 0.95
F 0.971717 4.257682 -0.585158 -0.49 -0.22 -0.19 -0.24
F 0.786025 6.408966 -0.598084 -0.55 0.48 0.09 -0.33
C 0.055204 5.188754 1.384107 0.61 0.28 -0.04 0.62
F 0.714706 5.518678 2.511159 0.16 0.47 0.35 -0.37
F -0.224567 3.885591 1.513669 -0.52 -0.29 -0.12 -0.10
C -1.235321 6.036246 1.385129 0.06 0.05 0.12 0.28
F -0.949872 7.322559 1.163003 0.51 0.29 -0.48 -0.30
F -1.725249 6.012078 2.631254 -0.55 -0.56 0.22 -0.30
C -2.324499 5.637819 0.355224 -0.46 0.41 0.44 0.44
F -3.240783 6.610934 0.418745 -0.36 0.22 0.39 -0.33
F -1.838639 5.692501 -0.883497 0.60 -0.42 -0.38 -0.25
C -3.069141 4.283264 0.595643 -0.43 -0.65 -0.37 0.85
F -4.381024 4.520657 0.477861 -0.37 0.17 -0.08 -0.35
F -2.894265 3.778109 1.823995 0.66 0.20 0.23 -0.22
C -2.764765 3.170083 -0.449195 -0.53 -0.08 0.00 0.57
F -1.469151 3.037682 -0.722242 0.58 0.00 0.06 -0.19
F -3.383920 3.534357 -1.574092 -0.23 0.23 -0.41 -0.40
C -3.303865 1.751269 -0.065586 0.55 -0.40 -0.52 0.54
F -3.616127 1.121974 -1.213379 0.04 0.02 -0.29 -0.24
F -4.416413 1.783148 0.653602 -0.32 0.48 0.55 -0.24
C -2.249450 0.828671 0.634254 -1.12 -0.75 0.50 0.63
F -1.574318 0.127382 -0.250370 0.74 0.39 -0.43 -0.26
F -2.937445 -0.061026 1.360951 -0.28 -0.17 0.23 -0.30
F -1.452272 1.462107 1.463388 0.56 0.48 0.08 -0.19
H 4.604334 3.804823 -0.187900 -0.11 0.08 -0.49 0.30
H 2.269092 3.515978 1.607229 0.19 -0.11 -0.07 0.42
H 3.838227 4.303821 1.929293 -0.35 0.05 0.19 0.46
H 2.699544 6.310186 1.294695 -0.22 -0.17 0.17 0.35
H 3.056432 5.671964 -0.289964 -0.13 0.08 0.05 0.49
C -3.967549 1.671445 -4.301960 -0.03 -0.25 0.17 -0.38
O -3.510470 1.918651 -5.632606 0.03 -0.03 0.00 -0.32
C -4.174789 2.884184 -6.264944 0.12 -0.08 -0.05 0.75
O -5.084782 3.527965 -5.814558 -0.07 0.05 0.03 -0.54
O -3.654524 3.013362 -7.485807 0.03 -0.02 -0.02 -0.33
C -4.276188 4.022245 -8.281281 -0.04 0.15 -0.23 -0.63
H -3.353056 0.871942 -3.896891 0.10 0.00 -0.19 0.26
H -3.850145 2.553990 -3.683578 -0.10 0.12 -0.04 0.08
H -5.007825 1.348596 -4.309217 -0.03 0.12 0.01 0.32
H -4.166958 5.000651 -7.816376 -0.10 -0.03 0.06 0.29
H -5.328875 3.793710 -8.439206 -0.02 0.06 0.11 0.29
H -3.765934 4.026018 -9.240546 0.10 -0.13 0.07 0.22
C 4.828812 -1.096332 -6.996095 0.03 0.01 -0.28 -0.71
O 4.952282 -1.728629 -5.722092 0.02 -0.08 -0.03 -0.23
C 4.483655 -1.001939 -4.702281 0.06 -0.11 0.12 0.65
O 3.991996 0.089926 -4.785388 -0.03 0.09 -0.05 -0.55
O 4.658917 -1.704268 -3.585137 -0.02 -0.11 -0.01 -0.13
C 4.200898 -1.047360 -2.395210 -0.06 0.09 0.36 -0.89
H 5.241978 -1.783460 -7.729739 0.03 -0.10 0.13 0.22
H 3.782877 -0.909656 -7.233670 0.01 0.11 0.07 0.31
H 5.395314 -0.167032 -7.020962 -0.10 0.05 0.05 0.30
H 3.129242 -0.859270 -2.447451 0.03 0.09 -0.12 0.36
H 4.742633 -0.120496 -2.235325 -0.07 0.04 -0.08 0.38
H 4.400055 -1.712467 -1.558840 0.13 -0.13 -0.15 0.31
C -4.828561 3.127184 3.827366 -0.15 0.01 -0.12 -0.52
O -4.632369 2.556221 5.123335 0.01 -0.06 0.01 -0.27
C -5.181002 3.255367 6.117893 0.08 -0.09 0.00 0.67
O -5.797875 4.279146 6.005855 -0.04 0.07 0.00 -0.54
O -4.925572 2.611253 7.258321 0.04 0.35 0.00 -0.26
C -5.460755 3.248070 8.420642 -0.06 0.02 0.28 -0.75
H -4.343596 2.471217 3.116903 0.06 -0.19 0.16 0.08
H -5.890002 3.182480 3.589150 0.00 0.11 0.07 0.35
H -4.375304 4.113650 3.771822 -0.11 0.05 0.08 0.27
H -6.546016 3.307633 8.360977 0.02 0.10 -0.07 0.34
H -5.031836 4.240268 8.547531 -0.08 0.03 -0.08 0.32
H -5.185920 2.631800 9.273153 0.08 -0.10 -0.12 0.25
C 7.550479 -3.943580 -1.736899 -0.01 0.09 -0.35 -0.50
O 7.676761 -4.580529 -0.465124 0.03 -0.03 -0.01 -0.33
C 7.210917 -3.859384 0.553146 0.06 -0.15 -0.01 0.80
O 6.717037 -2.765742 0.482469 -0.05 0.06 -0.03 -0.52
O 7.388522 -4.563902 1.671804 0.02 -0.05 0.04 -0.34
C 6.930482 -3.906964 2.852613 -0.05 0.02 0.27 -0.62
H 7.962802 -4.618846 -2.481632 0.03 -0.16 0.18 0.27
H 6.503756 -3.757799 -1.973324 0.02 0.11 0.06 0.16
H 8.116404 -3.013550 -1.758673 -0.12 0.06 0.07 0.29
H 5.859587 -3.718109 2.797083 0.03 0.10 -0.06 0.29
H 7.471452 -2.975041 3.009043 -0.09 0.05 -0.08 0.29
H 7.130208 -4.577543 3.684007 0.06 -0.11 -0.12 0.22
C 0.017811 -5.762320 -3.226013 0.19 -0.17 -0.17 -0.60
O -0.944088 -5.490475 -2.206110 -0.03 -0.01 0.02 -0.34
C -1.261012 -4.201675 -2.085109 -0.03 -0.15 0.09 0.77
O -0.814645 -3.300023 -2.742923 0.03 0.09 -0.06 -0.56
O -2.157759 -4.086070 -1.105919 -0.07 -0.03 0.03 -0.35
C -2.586319 -2.745105 -0.866653 -0.19 0.11 0.12 -0.57
H 0.186941 -6.835514 -3.221509 -0.11 0.00 0.13 0.25
H -0.362350 -5.466004 -4.202228 0.03 0.12 0.03 0.31
H 0.956933 -5.253540 -3.014837 -0.04 0.08 -0.05 0.26
H -3.069719 -2.332424 -1.751455 0.12 0.04 -0.04 0.31
H -1.748379 -2.125270 -0.567519 0.07 -0.02 -0.13 0.20
H -3.307234 -2.779777 -0.053842 0.03 -0.20 0.00 0.31
C -7.393864 -3.334625 10.005610 -0.12 -0.18 0.16 -0.63
O -7.352781 -2.426000 8.905815 -0.04 -0.01 -0.01 -0.32
C -6.181527 -1.804206 8.755310 -0.11 0.05 -0.12 0.79
O -5.211944 -1.952224 9.450795 0.06 -0.02 0.07 -0.54
O -6.276161 -0.992770 7.704869 -0.02 -0.01 -0.02 -0.31
C -5.082166 -0.253644 7.421327 0.18 -0.22 -0.16 -0.39
H -8.389466 -3.769728 10.018018 -0.03 0.10 -0.14 0.22
H -6.660331 -4.128709 9.876572 0.08 0.08 0.05 0.29
H -7.222926 -2.810733 10.944627 0.12 -0.02 -0.02 0.29
H -4.260600 -0.930946 7.189160 0.00 -0.03 0.16 0.32
H -4.821137 0.385268 8.257116 0.07 -0.09 0.09 0.19
H -5.283187 0.359807 6.555054 -0.21 -0.05 -0.05 0.09
C 5.499322 -9.307283 -4.679833 0.08 -0.26 -0.01 -0.65
O 4.988433 -8.145680 -4.026954 -0.01 -0.02 0.04 -0.33
C 4.864724 -7.082108 -4.823389 -0.03 0.03 0.14 0.74
O 5.141216 -7.042567 -5.992723 0.02 -0.02 -0.08 -0.54
O 4.383418 -6.076347 -4.096644 -0.06 0.00 0.07 -0.26
C 4.198112 -4.858944 -4.826042 -0.09 0.29 -0.09 -0.69
H 5.550993 -10.092734 -3.930780 -0.06 0.12 0.11 0.23
H 4.833181 -9.623066 -5.481071 0.06 0.08 -0.07 0.30
H 6.498675 -9.121573 -5.069909 -0.06 0.05 -0.10 0.29
H 3.478844 -5.001248 -5.631656 0.12 -0.06 -0.08 0.42
H 5.145614 -4.498904 -5.220425 -0.03 -0.05 -0.08 0.38
H 3.806872 -4.120365 -4.133246 0.06 -0.14 0.16 0.09

***

Entry 2:
86
Properties=species:S:1:pos:R:3:forces:R:3:mulliken_charge:R:1 method="wB97M-V/def2-TZVPD" e_lumo_ev=-0.191 energy_ev=-46710.843 homo_energy_ev=-8.7
C 6.254993 -2.298654 3.420174 -0.06 0.17 -0.25 -1.21
C 5.937612 -3.003541 2.105055 -0.02 -0.37 0.47 -0.12
O 7.087861 -3.029343 1.284568 -0.24 0.65 -0.24 -0.34
C 6.809832 -3.412384 -0.053774 0.63 -0.45 0.11 -0.58
C 7.856599 -2.820622 -0.980504 -0.48 0.49 0.14 -0.93
C 7.614444 -1.329174 -1.308997 0.36 -0.50 0.08 -0.42
C 8.405653 -0.347851 -0.432007 -0.25 0.01 -0.21 -0.87
C 7.620869 0.287279 0.722304 -0.02 0.09 -0.31 -0.67
C 6.449249 1.088123 0.216808 0.01 -0.02 0.13 0.63
C 6.675028 2.383698 -0.265619 -0.69 0.15 -0.22 -0.56
C 5.626632 3.162343 -0.754670 -0.13 -0.30 0.00 -0.97
C 4.359345 2.603238 -0.752544 0.11 0.30 -0.18 0.24
C 4.125713 1.327549 -0.297280 0.55 -0.34 0.20 0.40
C 5.157774 0.552392 0.200880 0.06 0.16 -0.10 0.03
C 2.677531 1.023356 -0.443015 0.66 0.80 -0.40 -0.05
O 2.109388 0.000260 -0.238492 -0.70 -0.96 0.49 -0.61
N 2.093509 2.191918 -0.953351 -0.34 0.06 0.52 0.17
C 0.740106 2.571156 -0.588781 -0.33 0.39 -0.49 -1.05
C 0.661682 3.143316 0.834679 0.28 0.01 -0.06 -0.48
O -0.538030 2.854233 1.501016 -0.07 -0.08 0.07 -0.34
C -1.673291 3.351623 0.840401 -0.19 0.12 -0.17 -0.43
C -2.870605 3.371806 1.770730 0.30 -0.15 -0.10 -0.78
O -2.995366 2.170014 2.524667 -0.34 0.09 0.04 -0.49
C -3.920569 1.289944 2.001306 -0.01 -0.30 -0.19 -0.02
C -3.537351 0.389732 1.012489 -0.38 -0.05 0.03 -0.94
C -4.467365 -0.490371 0.459468 0.24 0.38 0.44 -0.13
C -5.804622 -0.505986 0.874590 0.35 0.35 -0.45 -0.06
C -6.787252 -1.484913 0.236136 -0.15 -0.43 1.15 2.99
C -6.754924 -2.743597 1.164698 -0.31 0.32 -0.54 -1.93
C -8.250947 -1.000845 0.246197 0.25 -0.56 -0.39 -1.82
C -6.377524 -1.958602 -1.155617 0.15 0.40 0.05 -2.65
C -6.173001 -0.920662 -2.299891 0.04 -0.10 -0.53 2.79
C -4.756154 -1.067629 -2.913646 -0.22 0.02 -0.10 -1.94
C -6.384316 0.564453 -1.937646 0.23 0.09 0.05 -1.92
C -7.154273 -1.290130 -3.440426 0.46 0.17 0.54 -1.98
C -6.153809 0.378746 1.892713 0.35 0.14 0.12 -0.54
C -5.230818 1.265796 2.455066 -0.12 -0.21 -0.21 -0.96
C 3.055354 3.181690 -1.183618 0.46 -0.70 0.15 0.03
O 2.836058 4.254518 -1.654733 -0.27 1.00 -0.19 -0.61
H 5.585762 -1.456727 3.577505 -0.12 0.05 0.09 0.28
H 6.169086 -2.965972 4.269297 0.10 -0.06 0.15 0.31
H 7.259222 -1.889576 3.371187 0.20 -0.08 0.09 0.30
H 5.098727 -2.504606 1.614171 0.04 0.05 -0.29 0.16
H 5.620355 -4.032431 2.302856 -0.12 -0.08 -0.05 0.51
H 5.810356 -3.095161 -0.352908 -0.18 0.07 0.00 0.38
H 6.861339 -4.504717 -0.114352 -0.19 -0.10 -0.02 0.39
H 8.826600 -2.936237 -0.503157 0.20 -0.18 -0.08 0.34
H 7.843929 -3.396217 -1.902914 0.08 -0.12 -0.09 0.41
H 6.542063 -1.156072 -1.260766 -0.14 0.24 0.00 0.24
H 7.893473 -1.165840 -2.346906 0.05 0.05 -0.13 0.38
H 8.785369 0.456176 -1.062398 0.04 0.13 -0.02 0.43
H 9.277377 -0.866685 -0.040413 0.13 0.01 0.15 0.51
H 8.285611 0.974043 1.242173 0.10 -0.05 0.24 0.55
H 7.293309 -0.483214 1.413282 -0.05 -0.08 0.10 -0.38
H 7.670931 2.798857 -0.267681 0.19 -0.04 0.10 0.48
H 5.761925 4.164169 -1.132877 0.15 0.09 0.01 0.49
H 4.968477 -0.443554 0.575111 0.00 -0.09 0.03 0.76
H 0.052022 1.744506 -0.718124 0.16 -0.40 0.12 0.50
H 0.427577 3.339207 -1.291381 0.00 0.02 -0.18 0.33
H 0.827377 4.224712 0.788239 -0.07 0.14 0.01 0.38
H 1.468703 2.737385 1.441107 -0.02 -0.21 0.12 0.41
H -1.498197 4.378824 0.497077 0.00 0.12 -0.02 0.46
H -1.923926 2.766473 -0.050175 0.14 -0.21 -0.04 0.29
H -2.779293 4.209223 2.457197 -0.03 -0.05 0.27 0.42
H -3.753594 3.502318 1.147310 -0.21 0.23 0.04 0.39
H -2.509174 0.397642 0.683015 0.12 -0.09 -0.05 0.77
H -4.103932 -1.158648 -0.304241 -0.11 -0.11 -0.10 0.56
H -7.143392 -3.592323 0.603747 0.04 -0.21 0.00 0.48
H -7.430578 -2.593650 2.002122 0.15 0.06 0.32 0.43
H -5.750303 -2.953682 1.513430 0.12 -0.13 0.08 0.41
H -8.480827 -0.391175 1.108242 -0.11 0.25 0.02 0.32
H -8.885531 -1.883298 0.311155 -0.15 -0.08 -0.06 0.49
H -8.511009 -0.504744 -0.683390 -0.13 0.30 0.09 0.37
H -7.141273 -2.671033 -1.465639 -0.14 -0.07 -0.05 0.61
H -5.474724 -2.554599 -1.049542 0.15 -0.10 0.01 0.44
H -4.340781 -2.059256 -2.746654 0.03 -0.11 0.02 0.36
H -4.060750 -0.324397 -2.533998 0.13 -0.03 0.15 0.38
H -4.810426 -0.935405 -3.992714 0.08 0.13 -0.13 0.46
H -5.431623 1.051669 -1.745706 0.09 0.03 0.17 0.35
H -6.998491 0.749649 -1.064446 -0.13 -0.04 -0.02 0.37
H -6.821680 1.097485 -2.777812 -0.15 0.04 -0.13 0.47
H -8.173065 -1.342780 -3.064316 -0.18 -0.04 -0.12 0.40
H -6.849723 -2.243926 -3.865895 -0.23 -0.21 -0.05 0.45
H -7.075864 -0.532986 -4.213927 -0.17 0.05 -0.23 0.57
H -7.156699 0.403018 2.289065 -0.11 -0.02 -0.02 0.28
H -5.549750 1.940675 3.235712 0.06 0.08 0.08 0.44